6
Properties=species:S:1:pos:R:3:forces:R:3 method="wB97M-V/def2-TZVPD" orbital_gap_ev=11.83 smiles="O=C(Cl)OO" energy_ev=-19715.285 charge=0 relative_energy_kcal_mol=39.4
Cl 1.854128 2.494580 1.679489 -0.178 -0.061 -0.400
O 1.358152 0.843588 -0.236940 -0.342 0.609 1.531
O 0.548841 -0.296250 -0.579690 1.771 0.384 -1.457
O -0.326554 1.118067 1.265833 0.863 0.363 0.009
C 0.771332 1.417401 0.887395 0.126 -0.786 -0.916
H -0.078160 -0.157043 0.102778 -2.241 -0.510 1.234